A 8-piece molecular cluster, C32H58ClN7O5 overall in a non-equilibrium geometry, computed with wB97M-V/def2-TZVPD.

XYZ file:
```
103
Properties=species:S:1:pos:R:3:forces:R:3
C 0.7594 -2.6017 1.9817 -0.178 -0.171 1.194
C 0.7972 -1.7672 0.7052 -1.351 -1.309 0.482
N 0.3373 -0.3525 0.8719 1.138 0.864 0.462
C 1.1556 0.3067 1.9478 -0.080 0.323 -0.355
C 0.5839 0.4041 -0.4474 -0.566 0.296 0.824
C 1.9573 0.3057 -1.0667 -0.752 -0.322 -0.490
C -1.1212 -0.2440 1.2454 0.337 -0.632 -0.991
C -1.5915 1.1725 1.4692 -0.139 0.659 0.457
O -2.9919 1.1453 1.6181 0.302 -0.281 -0.360
C -3.4960 2.4562 1.8035 -0.286 0.073 0.633
H 1.4326 -3.4558 2.0660 0.350 0.202 -0.772
H -0.2144 -3.0751 2.1223 -0.130 0.316 -0.041
H 0.9811 -2.0393 2.8884 -0.025 0.066 -0.049
H 0.0067 -2.2491 0.1223 0.472 0.235 -0.779
H 1.7564 -1.7861 0.2080 0.038 0.210 -0.103
H 0.9487 1.3722 1.9535 -0.027 0.013 -0.011
H 2.2101 0.2022 1.7152 0.067 -0.229 0.168
H 0.8838 -0.1252 2.9010 0.164 0.044 0.107
H 0.4158 1.4396 -0.1602 0.066 0.062 -0.124
H -0.2627 0.1301 -1.0769 0.391 -0.222 -0.390
H 1.9199 1.1113 -1.8076 0.581 -0.053 -0.057
H 2.1189 -0.6155 -1.6265 -0.023 0.007 -0.044
H 2.7513 0.4413 -0.3395 0.074 0.278 -0.020
H -1.2993 -0.8994 2.0952 -0.072 0.094 0.085
H -1.6255 -0.6541 0.3684 -0.308 -0.075 0.224
H -1.3478 1.8489 0.6432 0.096 -0.221 -0.101
H -1.1242 1.6217 2.3566 -0.083 -0.146 0.101
H -3.3538 2.7528 2.8494 0.021 0.104 -0.044
H -4.5647 2.4342 1.6072 0.002 0.038 -0.096
H -3.0036 3.2011 1.1726 -0.024 -0.147 -0.198
Cl 1.6044 0.5927 -5.2100 1.475 -0.911 -0.391
O 0.2966 0.0442 -4.9739 -0.428 0.376 0.630
O 1.8644 1.7822 -4.4031 -0.660 0.117 -0.083
O 2.6107 -0.3875 -4.8145 -0.259 0.127 0.033
O 1.7430 0.8712 -6.6179 -0.013 0.398 0.428
C 1.7164 -5.1544 -1.0346 -0.023 -0.017 0.178
C 3.0779 -4.6174 -0.6307 0.440 0.216 -0.496
C 3.7463 -3.6441 -1.6595 -0.365 -0.055 0.463
C 3.1096 -3.5825 -2.9708 0.113 -0.113 0.288
N 2.6225 -3.5569 -4.0061 -0.227 -0.115 -0.299
H 0.9858 -4.3581 -1.1958 0.089 0.076 -0.051
H 1.3259 -5.7942 -0.2411 -0.010 -0.108 -0.097
H 1.7884 -5.7205 -1.9618 -0.092 -0.052 0.026
H 3.8039 -5.4207 -0.5050 -0.299 -0.248 0.173
H 3.0215 -4.1008 0.3283 -0.006 -0.010 0.041
H 4.7754 -3.9641 -1.8113 0.106 0.296 0.021
H 3.7301 -2.6417 -1.2283 0.261 0.098 -0.221
C -6.2711 -0.6631 2.6270 -0.486 -0.491 -0.512
C -5.8889 -0.1552 4.0098 -0.545 0.577 -0.480
C -6.8754 0.9183 4.4925 0.685 0.702 1.015
C -6.9269 2.1688 3.7309 -0.222 -0.521 -0.134
N -7.0386 3.1758 3.1964 0.168 0.271 -0.265
H -6.0621 -1.7136 2.4184 0.267 0.007 0.389
H -5.8070 -0.1030 1.8138 0.004 0.209 0.143
H -7.3534 -0.5988 2.4835 0.013 0.160 0.007
H -4.9146 0.3337 3.9801 0.181 -0.305 0.096
H -5.8941 -0.9261 4.7770 0.141 -0.161 -0.116
H -6.4854 1.2551 5.4621 -0.270 -0.116 0.113
H -7.8978 0.5931 4.6767 0.017 -0.307 -0.239
C -2.5358 3.4559 -2.4067 0.471 0.435 -0.311
C -2.1910 1.9773 -2.4047 0.294 -0.324 0.336
C -3.3368 1.0879 -2.9223 -0.385 0.280 0.409
C -3.1177 0.6248 -4.2879 -0.174 -0.267 -0.038
N -2.9747 0.2011 -5.3443 -0.072 0.091 -0.032
H -3.2395 3.7503 -1.6260 -0.061 -0.246 0.068
H -2.9574 3.7925 -3.3557 0.047 -0.147 -0.062
H -1.6178 4.0294 -2.2558 -0.097 0.084 0.026
H -1.8860 1.7182 -1.3816 -0.455 -0.200 -0.049
H -1.2928 1.7445 -2.9817 -0.053 0.329 -0.262
H -4.2727 1.6542 -2.8922 0.050 0.075 -0.174
H -3.5666 0.2295 -2.2866 0.375 -0.137 -0.039
C 5.1119 1.2057 -2.5589 -0.033 -0.748 0.461
C 6.1338 2.3299 -2.4049 0.067 0.412 0.196
C 5.6257 3.6524 -3.0271 0.165 -1.214 -0.675
C 4.3196 4.0427 -2.5177 0.533 0.251 -0.022
N 3.2928 4.3495 -2.1172 -0.469 0.049 0.322
H 5.5759 0.2767 -2.8959 0.052 0.173 -0.362
H 4.2854 1.4436 -3.2314 0.061 -0.052 -0.074
H 4.6732 0.8872 -1.6057 -0.105 0.438 0.048
H 7.0579 2.0672 -2.9206 -0.014 0.078 -0.072
H 6.4225 2.5049 -1.3647 -0.130 -0.082 0.029
H 5.4802 3.3822 -4.0785 -0.086 0.414 -0.076
H 6.3712 4.4413 -2.9867 -0.171 0.207 0.210
N -2.9447 -3.1568 0.3396 0.445 -0.392 -1.007
C -2.1701 -4.2834 0.5000 -0.769 -0.131 0.439
C -2.3372 -4.6742 1.8012 0.770 -0.260 0.042
C -3.1964 -3.7516 2.4542 0.553 -0.362 -0.136
C -3.5647 -2.8371 1.5030 -0.296 0.372 0.491
H -3.1935 -2.8274 -0.5781 -0.073 0.287 0.119
H -1.7062 -4.8101 -0.3152 0.105 0.237 -0.143
H -1.8057 -5.5053 2.2395 -0.201 -0.045 0.112
H -3.4051 -3.8124 3.5080 -0.351 0.325 -0.018
H -4.1798 -1.9573 1.5736 -0.016 -0.022 -0.041
N 4.4224 1.9055 1.5436 0.373 -0.212 0.580
C 4.4271 1.9234 2.9139 -1.935 -1.278 0.254
C 3.4237 2.7816 3.3074 1.162 1.389 -0.105
C 3.0413 3.5265 2.1456 -0.381 -0.668 -0.209
C 3.5922 2.8809 1.0598 0.483 -0.379 -0.062
H 4.9208 1.1893 1.0454 0.017 0.320 -0.443
H 4.7556 1.0605 3.4763 0.599 0.222 -0.076
H 3.1677 3.0094 4.3301 -0.027 0.014 -0.018
H 2.4598 4.4317 2.0986 -0.255 -0.142 0.014
H 3.5046 2.9445 -0.0115 -0.124 0.651 -0.025
```
Positions in Å, forces in eV/Å.

LUMO energy, eV: -0.34
Energy relative to the best compared isomer or geometry (same formula, charge and spin), eV: 0.0000
HOMO energy, eV: -7.91